Record 1
Molecular formula: C3H5N2
Method: DFT, ωB97M-V/def2-TZVPD

Geometry (Å):
C1 -0.73804 1.00183 0.11823
C2 -0.56201 -1.07211 -0.01118
C3 0.78996 0.69716 0.09462
N1 -1.46235 0.01925 -0.06446
N2 0.69969 -0.75390 0.16300
H1 -0.92980 2.13857 -0.03755
H2 -1.61663 -2.55838 -0.08757
H3 1.07600 0.75559 -0.94908
H4 1.30101 1.20922 0.84253
H5 1.44216 -1.43723 -0.06853

Its total charge is +1.

***

Record 2
Molecular formula: C4H8N2O2
Method: DFT, ωB97M-V/def2-TZVPD

Geometry (Å):
C1 1.34747 0.44331 -0.29155
C2 -0.02561 -0.01122 -0.45977
C3 -0.63214 -0.85763 -1.63228
C4 -0.68994 -1.11506 0.35852
H1 1.28713 1.38196 2.81423
H2 0.14209 1.55214 1.42541
H3 1.98185 0.13042 -1.10768
H4 -1.68770 1.14558 -0.58273
H5 -1.46646 -0.23273 -2.05610
H6 0.12069 -1.13634 -2.43872
H7 -0.02904 -1.46381 1.11041
H8 -1.64014 -0.85122 1.05774
N1 0.94051 0.97820 1.89779
N2 1.91444 0.73548 0.89762
O1 -0.68066 1.25752 -0.31556
O2 -0.88248 -1.95662 -0.67732

Its total charge is 0.

***

Record 3
Molecular formula: C59H69Br2F2I2NO26S
Method: DFT, ωB97M-V/def2-TZVPD

Geometry (Å):
C1 -2.24963 3.34520 -3.88931
C2 -2.08700 2.43087 -3.10703
C3 -1.87931 1.23671 -2.27427
C4 -0.52351 0.94330 -1.94663
C5 0.55942 1.91567 -2.44165
C6 0.83241 1.58999 -3.95834
C7 1.89216 0.45437 -4.05597
F1 1.25635 2.73809 -4.66098
C8 -0.21963 -0.21583 -1.18545
C9 1.18998 -0.63789 -0.79213
I1 2.09949 -2.27756 -1.83838
C10 1.78659 0.04703 0.19312
C11 1.08743 1.23019 0.88596
I2 3.74676 -0.53055 0.83124
C12 -1.32184 -1.02112 -0.79648
C13 -2.66645 -0.69345 -1.09354
C14 -2.97797 0.46649 -1.85316
C15 -4.45355 0.72250 -2.15777
C16 -4.92261 2.21152 -2.14932
C17 -5.38074 2.53738 -3.60921
F2 -5.62442 3.89114 -3.81519
N1 -3.73165 -1.54106 -0.61897
C18 -3.93311 -1.29020 0.82225
C19 -5.48169 -1.51228 1.14302
C20 -6.11617 -0.38870 2.01392
O1 -6.37375 -0.56388 0.54632
C21 -3.54741 -2.92625 -0.93994
C22 -4.59111 -3.60969 -1.58388
C23 -5.90520 -2.86780 -1.90797
C24 -7.03713 -3.50963 -1.03878
O2 -6.80060 -4.26771 -0.13149
C25 -4.38411 -4.97297 -1.92244
C26 -5.47978 -5.72964 -2.66693
Br1 -5.71499 -5.14944 -4.52266
C27 -6.22324 -6.72000 -2.16445
C28 -7.30709 -7.45730 -2.97851
Br2 -5.86897 -7.25286 -0.33048
C29 -3.18089 -5.65723 -1.62734
C30 -3.00164 -7.13104 -2.00868
C31 -2.12331 -4.94984 -0.97801
C32 -0.79117 -5.65044 -0.68706
C33 0.16400 -5.61220 -1.95332
C34 -0.26784 -4.59557 -3.04138
C35 -2.32979 -3.60364 -0.65199
S1 -1.06806 -2.55633 0.13309
H1 -2.57225 4.02279 -4.66821
H2 1.47905 1.83900 -1.83573
H3 0.20587 2.96079 -2.31616
H4 -0.15375 1.27879 -4.35642
H5 2.41749 0.35702 -3.09375
H6 2.58369 0.72289 -4.87344
H7 1.35968 -0.47030 -4.34113
H8 1.69766 1.62829 1.71396
H9 0.12318 0.91300 1.33115
H10 0.87339 2.05642 0.19024
H11 -5.06661 0.19799 -1.39954
H12 -4.69658 0.20596 -3.11638
H13 -4.16700 2.92782 -1.79191
H14 -5.84879 2.27928 -1.54413
H15 -4.61244 2.13282 -4.30163
H16 -6.29533 1.93566 -3.80268
H17 -3.38303 -1.97563 1.49333
H18 -3.74670 -0.23160 1.08741
H19 -5.82937 -2.55774 1.31826
H20 -7.01744 -0.66628 2.57755
H21 -5.51029 0.49538 2.24513
H22 -5.81018 -1.78691 -1.69283
H23 -6.19442 -3.07105 -2.95674
H24 -8.10883 -3.22985 -1.21448
H25 -7.36348 -8.47679 -2.56024
H26 -8.27166 -6.92029 -2.92545
H27 -6.97103 -7.48861 -4.03131
H28 -3.16733 -7.75679 -1.10507
H29 -3.68997 -7.48044 -2.79025
H30 -1.93456 -7.27636 -2.26771
H31 -1.00036 -6.71910 -0.48516
H32 -0.33817 -5.21159 0.21786
H33 1.17820 -5.34067 -1.60442
H34 0.20608 -6.64393 -2.35517
H35 0.53448 -4.52508 -3.81003
H36 -0.42960 -3.57579 -2.65840
H37 -1.17364 -4.92622 -3.59351
C36 -1.81421 3.70950 3.62014
C37 -2.78723 2.73308 4.21377
O3 -3.40757 2.16085 3.05366
C38 -2.54504 2.30840 2.01777
O4 -2.68359 1.79261 0.95005
O5 -1.50667 3.11272 2.35180
H38 -0.92111 3.82400 4.22383
H39 -2.25722 4.69368 3.44982
H40 -2.29225 1.94024 4.77753
H41 -3.52329 3.21458 4.85202
C39 2.36774 4.76938 -1.94984
C40 3.75383 5.35405 -1.90573
O6 4.09671 5.24316 -0.52314
C41 3.34448 4.24638 0.00577
O7 3.50910 3.78917 1.09237
O8 2.38830 3.83962 -0.86350
H42 2.15399 4.26518 -2.89088
H43 1.59090 5.51438 -1.76198
H44 4.47079 4.77792 -2.49451
H45 3.78189 6.39205 -2.23134
C42 -7.33717 4.79162 7.18595
C43 -7.37290 4.80750 5.67930
O9 -6.06885 5.27715 5.34050
C44 -5.24742 4.99443 6.38582
O10 -4.06476 5.10366 6.35778
O11 -5.95527 4.56969 7.46421
H46 -7.95094 4.00063 7.61237
H47 -7.63623 5.74709 7.62271
H48 -7.51179 3.81156 5.25261
H49 -8.13967 5.47095 5.28423
C45 3.07410 2.39000 4.03924
C46 3.48941 3.20757 5.22885
O12 2.22986 3.62958 5.77337
C47 1.29653 2.73522 5.36740
O13 0.17511 2.69289 5.77697
O14 1.79167 1.89116 4.43478
H50 3.75984 1.57109 3.82854
H51 2.95689 2.99278 3.13861
H52 4.01985 2.61990 5.97793
H53 4.10221 4.06421 4.95332
C48 7.42270 -0.78627 6.48645
C49 6.33746 -0.83823 5.44537
O15 5.37561 0.08685 5.95560
C50 6.03229 0.94996 6.77242
O16 5.55160 1.94149 7.22255
O17 7.30389 0.53821 7.00740
H54 8.41289 -0.94899 6.06410
H55 7.26020 -1.49909 7.29781
H56 6.67744 -0.49208 4.46685
H57 5.90546 -1.83092 5.33724
C51 6.81050 -2.46711 -4.04584
C52 5.67175 -2.44079 -5.03284
O18 4.77294 -1.49955 -4.44588
C53 5.49957 -0.68958 -3.63590
O19 5.08471 0.30284 -3.12750
O20 6.76648 -1.15776 -3.47971
H58 7.77265 -2.65241 -4.51999
H59 6.66005 -3.20087 -3.24984
H60 5.97342 -2.07502 -6.01326
H61 5.19494 -3.41026 -5.15085
C54 10.33220 3.29228 6.27209
C55 11.56183 3.14179 7.12872
O21 11.84279 1.74729 7.03051
C56 11.28557 1.29685 5.87700
O22 11.47517 0.21829 5.41645
O23 10.48079 2.24211 5.31732
H62 10.28194 4.26177 5.78020
H63 9.40880 3.13053 6.83312
H64 12.41463 3.70328 6.74018
H65 11.39060 3.43171 8.16353
C57 1.67316 0.05163 -8.33872
C58 0.84277 -1.20536 -8.30078
O24 1.81402 -2.21381 -8.02049
C59 2.86322 -1.60936 -7.40666
O25 3.76506 -2.18666 -6.89043
O26 2.74876 -0.25857 -7.45453
H66 1.12678 0.92744 -7.99343
H67 2.07992 0.25601 -9.33180
H68 0.10264 -1.19485 -7.49743
H69 0.33752 -1.40365 -9.24403

Its total charge is 0.

***

Record 4
Molecular formula: C34H56BBrF4N4O7
Method: DFT, ωB97M-V/def2-TZVPD

Geometry (Å):
C1 6.27964 1.75401 -1.31243
C2 4.81115 1.66883 -1.97148
B1 3.66531 1.00215 -1.03178
O1 3.41200 -0.40519 -1.16364
C3 2.79678 1.97639 0.00423
C4 3.78207 1.98070 1.26551
O2 4.53494 0.70453 1.40783
N1 5.59654 0.88888 2.23385
O3 6.27140 -0.10132 2.14123
N2 2.47747 3.27325 -0.59590
C5 3.33325 4.41762 -0.36536
O4 2.97916 5.01579 0.92143
C6 3.91944 5.96991 1.35035
F1 3.25423 7.13561 1.85497
F2 4.69458 5.48783 2.45607
F3 4.81265 6.42879 0.35832
C7 1.76786 3.27583 -1.88282
C8 0.35484 2.54209 -1.67879
F4 -0.58565 3.51081 -1.24339
N3 0.42537 1.27079 -0.86773
C9 -0.92393 0.63750 -0.77049
C10 -2.04239 1.16433 0.20116
C11 -3.28311 0.09455 0.10248
C12 -4.53284 0.64002 -0.74705
C13 -5.77087 0.85921 0.27406
C14 -6.38963 2.33160 -0.00879
O5 -5.31290 3.27419 0.27983
C15 -5.49924 4.48871 -0.44072
C16 -5.47464 5.84640 0.44257
O6 -5.63525 4.56403 -1.68389
C17 1.31195 1.32907 0.34578
Br1 0.63124 2.72712 1.66762
C18 1.39023 -0.04315 1.18724
C19 1.03129 0.06942 2.75627
C20 2.08692 0.33203 3.88014
C21 1.78229 0.40030 5.39214
C22 0.33652 0.23560 5.92021
C23 -0.76798 -0.04680 4.83539
C24 -2.26626 -0.22427 5.41713
C25 -0.43394 -0.14827 3.30166
H1 7.04498 1.29159 -2.03458
H2 6.39650 1.22889 -0.30807
H3 6.56853 2.86285 -1.17834
H4 4.90079 1.04726 -2.92510
H5 4.50106 2.72812 -2.27253
H6 2.88678 -0.60173 -1.97973
H7 4.66060 2.73338 1.17617
H8 3.32262 2.19067 2.27933
H9 4.44849 4.11159 -0.44022
H10 3.21855 5.26229 -1.14932
H11 1.50084 4.38210 -2.10440
H12 2.35743 2.93266 -2.80552
H13 0.01298 2.20878 -2.73460
H14 0.91149 0.60632 -1.53109
H15 -1.37251 0.73630 -1.83978
H16 -0.85984 -0.51373 -0.64451
H17 -2.49086 2.15963 -0.18226
H18 -1.80996 1.23098 1.31088
H19 -2.94656 -0.90119 -0.38973
H20 -3.58625 -0.20451 1.17799
H21 -4.86039 -0.23014 -1.43810
H22 -4.31394 1.53986 -1.41273
H23 -6.56111 0.02237 0.16803
H24 -5.45493 0.86056 1.37478
H25 -6.73799 2.35445 -1.10386
H26 -7.30244 2.44287 0.66952
H27 -4.40475 6.24167 0.39444
H28 -6.21821 6.58713 -0.01548
H29 -5.75736 5.63741 1.53292
H30 0.67674 -0.87711 0.81354
H31 2.41642 -0.56779 1.15129
H32 3.18995 0.46186 3.57386
H33 2.60212 0.57590 6.16940
H34 0.13068 0.28116 7.03938
H35 -2.23409 -0.69971 6.47056
H36 -2.65450 0.85410 5.58744
H37 -2.96732 -0.76928 4.70419
H38 -1.31847 -0.39398 2.63039
C26 -2.07383 -6.87291 -1.79536
C27 -1.49002 -5.61724 -1.11652
C28 -0.09071 -5.93911 -0.54601
C29 1.00775 -6.12990 -1.58668
C30 0.76471 -5.35364 -2.87842
C31 -0.17563 -4.13558 -2.73599
N4 -1.44544 -4.59657 -2.17840
O7 -2.37548 -3.57670 -2.03056
C32 -0.42097 -3.61014 -4.16695
C33 0.52645 -3.02623 -1.93205
C34 -2.38051 -5.29906 0.10523
H39 -3.08122 -6.68178 -2.17418
H40 -2.14136 -7.71314 -1.09238
H41 -1.46400 -7.20250 -2.64016
H42 0.21655 -5.13363 0.13082
H43 -0.13597 -6.83715 0.08430
H44 1.96471 -5.82798 -1.14581
H45 1.11367 -7.19309 -1.82627
H46 1.73098 -5.04856 -3.29820
H47 0.33909 -6.04516 -3.61417
H48 -0.96328 -4.34673 -4.76703
H49 0.52818 -3.40435 -4.67705
H50 -0.99855 -2.68092 -4.17026
H51 1.46586 -2.72976 -2.41986
H52 0.77827 -3.33165 -0.91290
H53 -0.09308 -2.12464 -1.86215
H54 -2.38724 -6.14109 0.80750
H55 -3.42034 -5.12014 -0.17814
H56 -2.01516 -4.42308 0.65034

Its total charge is 0.

***

It is found that the molecular weight values, taken in the order of the records, are 69.087; 116.120; 1691.861; 799.551 g mol⁻¹.
It is found that the HOMO-LUMO gap values, taken in the order of the records, are 10.4; 9.4; 7.9; 2.6 eV.
It is found that the LUMO values, taken in the order of the records, are -5.9; 0.6; 0.1; -1.1 eV.